Record 1
41
Properties=species:S:1:pos:R:3:nbo_charge:R:1 method="wB97M-V/def2-TZVPD" smiles="CCOC(=O)c1cnc2c(C)cccc2c1NCc1ccco1" de_lowest_kcal_mol=354.08 multiplicity=1 total_charge=0 lumo_energy_ev=0.30 fmax_ev_per_a=14.27
C -3.240 -3.183 0.895 -0.646
C -1.908 -3.678 0.050 -0.022
H -1.609 -4.577 0.354 0.177
H -2.203 -3.702 -1.050 0.155
O -0.899 -3.024 0.162 -0.492
C -0.881 -1.792 -0.336 0.781
O -1.736 -1.483 -1.038 -0.599
C 0.432 -0.995 -0.243 -0.341
C 0.550 0.371 0.060 0.289
N -0.358 1.116 0.545 -0.532
H -0.208 2.328 0.712 0.396
C -1.828 0.927 0.921 -0.262
C -2.754 1.326 0.092 0.183
C -3.333 1.283 -0.952 -0.241
C -4.266 2.233 -1.406 -0.273
C -4.226 3.091 -0.117 0.118
O -3.225 2.527 0.714 -0.450
H -4.685 3.999 0.046 0.195
H -4.783 2.445 -2.202 0.211
H -3.180 0.373 -1.460 0.248
H -1.870 1.173 1.970 0.256
H -1.980 -0.153 1.158 0.232
C 1.932 0.998 0.133 -0.095
C 2.173 2.305 0.362 -0.179
C 3.527 2.870 -0.110 -0.175
C 4.669 1.822 -0.048 -0.174
C 4.359 0.270 -0.171 0.018
C 3.051 0.140 -0.151 0.135
N 2.749 -1.389 -0.148 -0.441
C 1.646 -1.840 -0.213 0.131
H 1.510 -2.755 -0.499 0.171
C 5.421 -0.554 -0.512 -0.602
H 5.404 -0.917 -1.363 0.214
H 5.339 -1.476 0.300 0.228
H 6.391 -0.120 -0.273 0.218
H 5.640 2.376 -0.038 0.211
H 3.767 3.762 0.044 0.166
H 1.447 3.008 0.560 0.184
H -3.092 -3.068 1.890 0.192
H -3.711 -2.077 0.538 0.204
H -4.028 -3.960 0.821 0.214

Record 2
17
Properties=species:S:1:pos:R:3:mulliken_charge:R:1 method="wB97M-V/def2-TZVPD" multiplicity=1 total_charge=+4 lumo_energy_ev=-19.01 fmax_ev_per_a=5.17
C -1.755 1.334 -0.488 -0.708
P 0.176 1.232 -0.893 0.361
C 1.224 1.825 0.686 -0.701
P 0.889 -0.908 -1.549 0.048
P 0.997 -2.909 -0.371 0.787
O -0.355 -3.608 -0.244 -0.292
O 1.683 -2.767 0.979 -0.304
H -2.034 2.393 -0.194 0.247
H -2.040 0.688 0.357 0.451
H -2.416 1.111 -1.331 0.463
H 2.243 2.036 0.354 0.462
H 0.799 2.744 1.157 0.278
H 1.190 1.029 1.431 0.425
H -0.106 -1.201 -2.519 0.282
H -0.929 -3.248 0.455 0.395
H 1.086 -2.792 1.752 0.404
Hf -0.653 3.041 0.419 1.401